C2H12NO2 | ωB97M-V/def2-TZVPD

ORCA input file:
```
! wB97M-V def2-TZVPD RIJCOSX def2/J DEFGRID3
* xyz 0 2
C 1.1482 1.0208 1.0974
N 0.8444 -0.3773 0.8167
C 1.9239 -0.8378 -0.3102
H 0.2032 1.4303 1.1913
H 1.7153 1.4140 0.1602
H 1.7205 1.2442 2.0643
H 1.0309 -0.9884 1.7286
H -0.0873 -0.3713 0.4895
H 1.7717 -1.9788 -0.4784
H 1.5774 -0.4502 -1.2865
H 3.0551 -0.4428 0.1344
H -4.0885 -0.5932 -0.0353
H -4.2062 0.9495 -0.1779
O -3.9199 0.1926 -0.6252
H -1.4918 0.1501 -1.2157
H -0.6305 -0.3407 -2.2163
O -0.5664 -0.0212 -1.3370
*
```

Output
gap between HOMO and LUMO (alpha / beta): 0.135 / 0.458 Eh
total energy: -288.43351 hartree
ΔE to the lowest compared entry with this formula, charge and spin: 180.6 kJ/mol
lowest unoccupied orbital energy (alpha / beta): 0.71 / 0.43 eV

C36H60BN2OP2TeZn | ωB97M-V/def2-TZVPD

ORCA input file:
```
! wB97M-V def2-TZVPD RIJCOSX def2/J DEFGRID3
* xyz 1 1
Zn 0.0319 0.0160 0.0660
C -4.2497 0.6565 -2.8121
C -2.8682 0.3137 -2.2608
C -2.5379 -1.1588 -2.5500
C -1.8330 1.1844 -2.9847
P -2.6514 0.5076 -0.3833
C -2.4846 2.3592 -0.1835
N -1.1038 2.7723 -0.3002
B 0.0622 1.9659 -0.2359
N 1.1766 2.8328 -0.4207
C 2.5984 2.5687 -0.5555
P 3.1091 0.8424 -0.0588
C 4.0656 1.1761 1.5338
C 3.0617 1.8939 2.4501
C 4.4038 -0.1893 2.1582
C 5.3336 2.0154 1.3923
C 4.2826 0.4398 -1.4822
C 5.0372 -0.8484 -1.1377
C 5.2923 1.5226 -1.8734
C 3.3436 0.1628 -2.6680
C 0.6836 4.1272 -0.6157
C 1.3476 5.3169 -0.8679
C 0.5865 6.4706 -1.0124
C -0.8004 6.4369 -0.9152
C -1.4742 5.2456 -0.6755
C -0.7215 4.0912 -0.5339
C -4.2785 0.2206 0.5317
C -5.4091 1.2045 0.2348
C -3.9027 0.3158 2.0197
C -4.7233 -1.2183 0.2515
H -4.2299 0.5487 -3.8999
H -4.5264 1.6885 -2.5918
H -5.0247 -0.0075 -2.4317
H -2.5972 -1.3545 -3.6239
H -3.2290 -1.8351 -2.0424
H -1.5221 -1.3913 -2.2171
H -1.8305 0.9111 -4.0431
H -0.8257 1.0317 -2.5962
H -2.0693 2.2475 -2.9216
H -2.8705 2.6257 0.8051
H -3.1009 2.8719 -0.9273
H 3.1569 3.2888 0.0468
H 2.8883 2.7287 -1.5962
H 2.1004 1.3747 2.4585
H 2.8843 2.9259 2.1447
H 3.4578 1.9176 3.4680
H 3.5988 -0.9111 1.9986
H 4.5559 -0.0840 3.2353
H 5.3175 -0.6111 1.7411
H 5.1747 2.9068 0.7840
H 6.1461 1.4349 0.9566
H 5.6619 2.3396 2.3837
H 5.7682 -0.6791 -0.3470
H 5.5751 -1.2058 -2.0192
H 4.3567 -1.6369 -0.8126
H 6.1364 1.5448 -1.1878
H 4.8584 2.5216 -1.9100
H 5.6808 1.2993 -2.8705
H 2.5643 -0.5567 -2.3974
H 3.9155 -0.2581 -3.4981
H 2.8541 1.0705 -3.0262
H 2.4254 5.3550 -0.9613
H 1.0811 7.4136 -1.2041
H -1.3668 7.3514 -1.0307
H -2.5544 5.2265 -0.6060
H -5.0948 2.2385 0.3800
H -6.2348 1.0120 0.9251
H -5.7938 1.0951 -0.7761
H -3.6798 1.3407 2.3224
H -3.0358 -0.3106 2.2459
H -4.7404 -0.0314 2.6291
H -5.0407 -1.3524 -0.7823
H -5.5693 -1.4758 0.8930
H -3.9123 -1.9208 0.4601
C -0.2916 -3.9988 -1.9208
Te 0.8112 -2.7703 -0.5257
C -0.0701 -4.1184 0.9133
C -0.2995 -5.3940 0.1499
C -0.4184 -6.6139 0.8037
C -0.6583 -7.7710 0.0788
C -0.7738 -7.7119 -1.3024
C -0.6466 -6.4975 -1.9590
C -0.4116 -5.3340 -1.2371
H 0.2482 -4.0673 -2.8623
H -1.2694 -3.5547 -2.1093
H -1.0089 -3.6988 1.2761
H 0.6019 -4.2639 1.7568
H -0.3162 -6.6593 1.8814
H -0.7460 -8.7189 0.5923
H -0.9530 -8.6142 -1.8714
H -0.7267 -6.4554 -3.0387
C -1.6627 -0.4686 4.0475
C -0.9346 -1.8085 3.8039
C 0.3454 -1.3704 3.1047
O -0.0643 -0.2562 2.3051
C -0.9111 0.5336 3.1526
H -1.5971 -0.1670 5.0910
H -2.7158 -0.5289 3.7814
H -1.5220 -2.4513 3.1471
H -0.7311 -2.3582 4.7207
H 0.7885 -2.1208 2.4519
H 1.0916 -1.0326 3.8322
H -1.5567 1.1352 2.5145
H -0.2888 1.2027 3.7537
*
```

Output
gap between HOMO and LUMO: 0.270 Eh
total energy: -4347.27794 hartree
lowest unoccupied orbital energy: -2.67 eV

C6H13N2S | ωB97M-V/def2-TZVPD

ORCA input file:
```
! wB97M-V def2-TZVPD RIJCOSX def2/J DEFGRID3
* xyz 1 1
C 0.3051 -1.8860 1.0168
C 0.2257 0.9624 1.4274
C -0.8748 0.2034 2.1514
C 0.1995 0.7655 -0.0992
C -0.7881 1.7658 -0.7285
C 0.2539 -1.0656 -1.6737
N -0.2702 -0.5336 -0.4736
N 0.9294 -2.9286 0.5807
S -0.3609 -1.5282 2.4785
H 0.1116 2.0276 1.6307
H 1.1964 0.6557 1.8243
H -1.0695 0.6188 3.1385
H -1.7962 0.1746 1.5729
H 1.2068 0.9715 -0.4962
H -0.4242 2.7727 -0.5440
H -1.7744 1.6633 -0.2835
H -0.8704 1.6220 -1.8014
H -0.1000 -2.0855 -1.8177
H 1.3467 -0.9993 -1.7695
H -0.1713 -0.4761 -2.4916
H 1.2760 -2.9553 -0.3740
H 1.0892 -3.7553 1.1500
*
```

Output
gap between HOMO and LUMO (alpha / beta): 0.327 / 0.327 Eh
total energy: -743.78537 hartree
ΔE to the lowest compared entry with this formula, charge and spin: 294.2 kJ/mol
lowest unoccupied orbital energy (alpha / beta): -4.61 / -4.61 eV

C37H54AsGe2N4O4S5Zr | ωB97M-V/def2-TZVPD

ORCA input file:
```
! wB97M-V def2-TZVPD RIJCOSX def2/J DEFGRID3
* xyz 0 2
Zr -0.2736 1.0307 0.5064
S -5.9776 1.3410 -0.9643
As -4.2087 -1.1943 0.1472
S -4.8364 -0.0354 -1.7618
S -2.0284 -0.9057 0.3498
S -4.2732 -3.2439 -0.7347
C -3.2460 3.1371 -2.2057
C -1.9656 2.4292 -1.8999
O -1.8971 1.7989 -0.8442
C -0.8270 2.5160 -2.8431
C 0.3458 1.7822 -2.6619
C 1.4077 1.9598 -3.5382
C 1.2902 2.8479 -4.6002
C 0.1224 3.5648 -4.8014
C -0.9313 3.4000 -3.9205
H -3.9756 2.9120 -1.4351
H -3.6397 2.8343 -3.1766
H -3.0624 4.2137 -2.2374
H 0.4502 1.0175 -1.8811
H 2.3415 1.4407 -3.3895
H 2.1279 2.9786 -5.2738
H 0.0352 4.2516 -5.6321
H -1.8362 3.9711 -4.0669
N 1.4713 2.1233 2.8666
N 2.3425 1.6004 1.8588
H 1.9334 2.2210 3.7653
H 1.1520 3.0329 2.5629
H 2.6215 0.6684 2.1459
H 3.1764 2.1751 1.7754
O 6.3502 -3.6640 -3.8604
C 5.4317 -2.7309 -4.2018
O 5.4199 -2.3001 -5.3216
C 4.4714 -2.2938 -3.1452
C 4.5593 -2.6469 -1.8003
C 3.6365 -2.1864 -0.8813
C 2.5786 -1.3474 -1.2695
S 1.4999 -0.9140 0.0631
C 2.4982 -1.0170 -2.6143
C 3.4222 -1.4692 -3.5377
H 6.2111 -3.9508 -2.9513
H 5.3603 -3.2748 -1.4229
H 3.7222 -2.4696 0.1597
H 1.6649 -0.4256 -2.9389
H 3.3413 -1.2017 -4.5836
N -2.5788 -3.2105 -3.8329
C -1.2588 -3.7212 -3.4625
C -0.5918 -2.7328 -2.5193
N -0.5068 -1.3869 -3.0866
C -1.8028 -0.9305 -3.5796
C -2.4812 -1.9232 -4.5119
H -3.5480 -3.0778 -1.8679
H -3.0710 -3.8808 -4.4079
H -0.6212 -3.8720 -4.3502
H -1.3781 -4.6867 -2.9671
H 0.4160 -3.0673 -2.2643
H -1.1584 -2.6641 -1.5871
H 0.1382 -1.4121 -3.8715
H -1.6703 0.0278 -4.0907
H -2.4394 -0.7593 -2.7052
H -1.9035 -1.9950 -5.4494
H -3.4861 -1.5753 -4.7622
C -0.3503 5.0843 -0.1347
C 0.8341 4.1797 0.1626
C 1.9522 4.3245 -0.8585
O 0.4151 2.8393 0.2171
H -0.0575 6.1346 -0.0777
H -1.1582 4.9144 0.5783
H -0.7254 4.8992 -1.1446
H 1.2293 4.4611 1.1500
H 1.5542 4.3368 -1.8753
H 2.6480 3.4899 -0.7720
H 2.4996 5.2548 -0.6957
C -2.0244 1.3167 5.5974
Ge -1.9318 0.7908 3.7060
C -1.8207 2.5640 2.7286
C -3.7850 0.2865 3.3148
Ge -0.0989 -0.5977 2.7973
C 1.3987 -0.6257 4.0853
C 2.5111 -1.4068 3.7603
C 3.6399 -1.4401 4.5706
C 3.6797 -0.6944 5.7381
C 2.5761 0.0701 6.0937
C 1.4552 0.1007 5.2750
C -0.7847 -2.4360 2.9439
C -1.6970 -2.7704 3.9428
C -2.1978 -4.0600 4.0687
C -1.7845 -5.0521 3.1922
C -0.8686 -4.7404 2.1971
C -0.3778 -3.4493 2.0751
H -2.8770 1.9874 5.7202
H -1.1365 1.8189 5.9783
H -2.1932 0.4296 6.2110
H -2.8150 3.0156 2.7454
H -1.5899 2.5328 1.6476
H -1.0977 3.2470 3.1726
H -4.4262 0.7436 4.0716
H -3.9510 -0.7908 3.3270
H -4.0918 0.6600 2.3380
H 2.4998 -2.0071 2.8555
H 4.4875 -2.0532 4.2885
H 4.5568 -0.7156 6.3726
H 2.5862 0.6402 7.0151
H 0.6078 0.7005 5.5788
H -2.0370 -2.0179 4.6478
H -2.9107 -4.2878 4.8518
H -2.1745 -6.0581 3.2822
H -0.5438 -5.5077 1.5042
H 0.3105 -3.2210 1.2681
*
```

Output
gap between HOMO and LUMO (alpha / beta): 0.219 / 0.203 Eh
total energy: -10389.94932 hartree
ΔE to the lowest compared entry with this formula, charge and spin: 222.8 kJ/mol
lowest unoccupied orbital energy (alpha / beta): -1.17 / -1.60 eV